A.
2 unconnected molecules or ions with the total composition C2H2Cl3NO. Source: the OMol25 dataset; level of theory: wB97M-V/def2-TZVPD.

XYZ file:
```
9
Properties=species:S:1:pos:R:3
C 1.540 -0.107 -0.526
C -1.457 -0.371 -0.332
N 2.112 0.186 0.641
O 1.979 1.101 -0.536
Cl -2.506 -1.344 -1.193
Cl -1.184 -0.825 1.352
Cl -1.724 1.360 -0.470
H -0.466 -0.451 -0.430
H 1.705 0.451 1.494
```

Orbital gap (eV): 10.952
LUMO energy (eV): 0.3

---

B.
A single C2H2Cl3NO molecule. Source: the OMol25 dataset; level of theory: wB97M-V/def2-TZVPD.

XYZ file:
```
9
Properties=species:S:1:pos:R:3
O -0.606 1.998 -1.156
N -0.968 1.218 -0.367
C -0.437 -0.186 -0.543
C 0.524 -0.381 0.664
Cl 1.270 -1.948 0.410
Cl -0.377 -0.092 2.163
Cl 1.847 0.854 0.528
H -0.095 -0.442 -1.471
H -1.157 -1.021 -0.230
```

Orbital gap (eV): 9.056
SMILES: O=NCC(Cl)(Cl)Cl
LUMO energy (eV): -0.3

---

Tell me which of them is the most stable. Sure, it is B.

---

A.
2 unconnected molecules or ions with the total composition C2H2Cl3NO. Source: the OMol25 dataset; level of theory: wB97M-V/def2-TZVPD.

XYZ file:
```
9
Properties=species:S:1:pos:R:3
Cl 1.006 2.142 0.242
C 0.962 0.601 -0.521
C 0.028 0.217 -1.421
Cl -1.309 1.095 -1.811
H 1.763 0.084 0.021
H 0.078 -0.693 -1.881
O 0.240 -1.236 2.180
N -0.570 -1.150 1.313
Cl -2.198 -1.060 1.878
```

Orbital gap (eV): 8.216
SMILES: Cl/C=C\Cl.O=NCl
LUMO energy (eV): -1.1

---

B.
2 unconnected molecules or ions with the total composition C2H2Cl3NO. Source: the OMol25 dataset; level of theory: wB97M-V/def2-TZVPD.

XYZ file:
```
9
Properties=species:S:1:pos:R:3
C 0.953 0.280 0.968
N 1.776 -0.411 1.396
O 2.354 -1.232 1.981
H 0.912 1.139 0.325
Cl -3.028 -0.408 1.180
C -1.853 -0.143 -0.130
Cl -2.070 -0.970 -1.638
Cl -1.797 1.546 -0.501
H -1.049 -0.629 0.283
```

Orbital gap (eV): 10.893
SMILES: C#[N+][O-].ClC(Cl)Cl
LUMO energy (eV): 0.4

---

Tell me which of them is the most stable. Sure, it is A.

---

A.
A single ClH3NPS molecule. Source: the OMol25 dataset; level of theory: wB97M-V/def2-TZVPD.

XYZ file:
```
7
Properties=species:S:1:pos:R:3
N 0.015 -1.383 -0.750
S -0.043 -0.045 -0.026
P -1.887 0.721 0.151
Cl 1.261 -0.311 1.949
H 0.842 -1.843 -0.696
H 0.960 1.040 -0.596
H -1.149 1.822 -0.031
```

Orbital gap (eV): 7.273
SMILES: N=[S@@H](=P)Cl
LUMO energy (eV): -1.8

---

B.
A molecular structure, ClH3NPS. Source: the OMol25 dataset; level of theory: wB97M-V/def2-TZVPD.

XYZ file:
```
7
Properties=species:S:1:pos:R:3
N 1.383 0.945 -0.139
P 1.387 -0.538 0.251
S -1.402 -0.067 0.312
Cl -3.434 -0.530 0.482
H 0.465 1.018 -0.566
H 2.684 -0.543 0.663
H -1.082 -0.285 -1.003
```

Orbital gap (eV): 8.480
LUMO energy (eV): -0.7

---

C.
A single ClH3NPS molecule. Source: the OMol25 dataset; level of theory: wB97M-V/def2-TZVPD.

XYZ file:
```
7
Properties=species:S:1:pos:R:3
S -1.721 0.977 -0.142
N -0.408 -0.081 0.214
P 0.966 -0.037 -0.888
Cl 2.426 0.222 0.472
H -1.751 1.562 1.038
H -0.591 -1.128 0.509
H 1.079 -1.516 -1.203
```

Orbital gap (eV): 9.976
SMILES: SNPCl
LUMO energy (eV): 0.5

---

Tell me which of them is the most stable. Sure, it is C.

---

A.
2 unconnected molecules or ions with the total composition C5H11NO. Source: the OMol25 dataset; level of theory: wB97M-V/def2-TZVPD.

XYZ file:
```
18
Properties=species:S:1:pos:R:3
N 0.088 -1.570 -1.288
C 0.422 -0.980 -0.010
C -0.920 3.393 1.166
C -0.981 2.223 1.931
C -0.349 0.846 1.583
C -0.202 0.340 0.247
H -0.859 -1.834 -1.092
H 0.140 -0.815 -1.971
H 0.155 -1.709 0.870
H 1.521 -0.962 -0.019
H -0.754 4.373 1.630
H -0.578 3.363 0.062
H -1.583 2.092 2.816
H -0.201 0.341 2.534
H -0.029 0.985 -0.591
H 1.521 -3.104 -1.870
H 0.896 -3.480 -3.265
O 1.713 -3.504 -2.735
```

Orbital gap (alpha / beta) (eV): 7.220 / 4.975
Net charge: +1
LUMO energy (alpha / beta) (eV): -6.0 / -8.3
Multiplicity: 2

---

B.
A gas-phase ion, C5H11NO (charge +1). Source: the OMol25 dataset; level of theory: wB97M-V/def2-TZVPD.

XYZ file:
```
18
Properties=species:S:1:pos:R:3
C -0.559 1.506 -0.495
C 0.702 2.164 0.165
C -0.369 0.062 -1.015
N -0.194 -0.945 -0.085
C 0.542 -2.177 -0.641
C -0.513 -0.804 1.307
O -0.653 -0.229 -2.175
H -1.426 1.491 0.325
H -0.990 2.141 -1.293
H 0.976 1.506 1.002
H 0.472 3.189 0.484
H 1.554 2.061 -0.573
H 1.494 -2.423 0.086
H 0.722 -1.972 -1.710
H -0.024 -3.158 -0.664
H -0.213 -1.550 2.069
H -1.614 -0.878 1.464
H 0.093 0.016 1.751
```

Orbital gap (alpha / beta) (eV): 11.873 / 7.014
Net charge: +1
LUMO energy (alpha / beta) (eV): -3.9 / -8.5
Multiplicity: 2

---

C.
2 unconnected molecules or ions with the total composition C5H11NO. Source: the OMol25 dataset; level of theory: wB97M-V/def2-TZVPD.

XYZ file:
```
18
Properties=species:S:1:pos:R:3
C -0.907 -0.834 1.175
C -1.532 -0.116 2.119
N -2.718 0.593 2.012
C -1.116 -0.583 -0.297
C 0.056 -0.274 -1.066
C 1.215 0.210 -0.489
H -0.266 -1.640 1.502
H -1.229 -0.245 3.154
H -2.689 1.482 2.504
H -2.979 0.846 1.059
H -1.583 0.427 -0.404
H -1.841 -1.226 -0.803
H -0.067 -0.265 -2.158
H 1.588 1.231 -0.617
H 1.871 -0.341 0.178
H 4.712 0.294 -3.055
H 3.665 -0.089 -2.050
O 3.820 0.531 -2.766
```

Orbital gap (alpha / beta) (eV): 6.630 / 5.447
Net charge: +1
LUMO energy (alpha / beta) (eV): -6.1 / -7.3
Multiplicity: 2

---

Tell me which of them is the most stable. Sure, it is B.

---

A.
2 unconnected molecules or ions with the total composition C4H12N3. Source: the OMol25 dataset; level of theory: wB97M-V/def2-TZVPD.

XYZ file:
```
19
Properties=species:S:1:pos:R:3
C -1.089 1.054 2.415
C 2.495 -0.949 -1.876
C -1.990 0.560 1.421
C 1.204 -0.710 -1.320
N -2.185 -0.935 -0.353
N -1.467 -0.117 0.429
N 0.960 0.255 -0.562
H -1.549 1.037 3.473
H -0.928 2.118 2.186
H -0.224 0.561 2.429
H 2.563 -1.536 -2.847
H -3.143 -0.754 -0.529
H 3.218 -1.309 -1.138
H -3.103 0.554 1.497
H 0.306 -1.320 -1.411
H -1.757 -1.126 -1.307
H 0.056 0.212 0.177
H 1.737 0.849 -0.244
H 2.998 0.048 -2.012
```

Orbital gap (eV): 8.669
Net charge: +1
LUMO energy (eV): -4.0

---

B.
2 unconnected molecules or ions with the total composition C4H12N3. Source: the OMol25 dataset; level of theory: wB97M-V/def2-TZVPD.

XYZ file:
```
19
Properties=species:S:1:pos:R:3
C 1.879 -0.037 -2.360
C 2.468 -0.499 -0.923
C 1.236 0.168 -1.068
C -2.361 -0.586 1.912
N -0.769 1.216 -1.247
N 0.202 0.657 -0.477
N -0.919 -0.192 1.978
H 2.621 0.681 -2.835
H 1.407 -0.658 -3.052
H 2.466 -1.533 -0.627
H 3.312 0.116 -0.444
H -2.947 0.119 1.378
H -2.412 -1.464 1.416
H -2.687 -0.821 2.972
H -1.438 1.668 -0.703
H -0.456 1.613 -2.055
H -0.586 0.344 1.149
H -0.311 -1.003 2.082
H -0.703 0.211 2.902
```

Orbital gap (eV): 9.071
Net charge: +1
LUMO energy (eV): -3.3

---

C.
A gas-phase ion, C4H12N3 (charge +1). Source: the OMol25 dataset; level of theory: wB97M-V/def2-TZVPD.

XYZ file:
```
19
Properties=species:S:1:pos:R:3
N -2.106 -1.719 -1.345
C -1.539 -0.539 -1.439
N -0.862 0.002 -0.445
C -0.177 -0.827 0.562
C 1.179 -0.270 1.050
C 1.106 1.266 1.167
N 1.133 1.862 -0.202
H -2.838 -2.043 -1.957
H -2.092 -2.230 -0.475
H -1.565 0.053 -2.350
H -0.235 0.828 -0.761
H 0.098 -1.762 0.026
H -0.859 -0.915 1.424
H 1.998 -0.415 0.336
H 1.581 -0.797 1.922
H 1.947 1.656 1.738
H 0.062 1.375 1.512
H 1.980 1.609 -0.708
H 1.190 2.867 -0.054
```

Orbital gap (eV): 10.561
Net charge: +1
SMILES: N/C=[NH+]\CCCN
LUMO energy (eV): -3.3

---

D.
A gas-phase ion, C4H12N3 (charge +1). Source: the OMol25 dataset; level of theory: wB97M-V/def2-TZVPD.

XYZ file:
```
19
Properties=species:S:1:pos:R:3
C 1.946 -1.720 -0.505
N 1.555 -0.480 0.295
C 0.629 0.412 -0.176
C 0.687 1.840 0.357
N -0.918 -0.217 0.129
C -2.038 0.402 -0.213
N -3.218 -0.143 0.029
H 2.582 -1.449 -1.326
H 2.228 -2.407 0.244
H 1.071 -2.225 -0.871
H 1.793 -0.663 1.192
H 0.608 0.379 -1.285
H -0.022 2.019 1.275
H 0.375 2.728 -0.209
H 1.706 1.945 0.751
H -0.838 -1.175 0.333
H -2.107 1.389 -0.638
H -4.004 0.513 -0.078
H -3.440 -1.099 0.283
```

Orbital gap (eV): 10.113
Net charge: +1
SMILES: CN[C@H](C)/[NH+]=C/N
LUMO energy (eV): -3.3

---

Tell me which of them is the most stable. Sure, it is C.

---

A.
2 unconnected molecules or ions with the total composition C4H12N3. Source: the OMol25 dataset; level of theory: wB97M-V/def2-TZVPD.

XYZ file:
```
19
Properties=species:S:1:pos:R:3
C -1.360 -0.171 1.249
C -0.746 0.967 0.901
N -1.266 2.218 1.240
N -0.858 -1.471 0.880
H -2.297 -0.176 1.801
H 0.089 0.992 0.186
H -1.106 2.864 0.471
H -2.265 2.221 1.435
H -1.472 -1.970 0.230
H -0.673 -2.044 1.701
H 0.156 -1.332 0.327
C 1.412 0.737 -1.923
C 1.149 -0.560 -1.600
N 1.427 -1.106 -0.333
H 1.782 1.444 -1.144
H 1.225 1.174 -2.899
H 0.935 -1.327 -2.344
H 1.984 -0.450 0.220
H 1.884 -2.012 -0.399
```

Orbital gap (eV): 9.755
Net charge: +1
LUMO energy (eV): -3.0

---

B.
A molecular structure, C4H12N3. Source: the OMol25 dataset; level of theory: wB97M-V/def2-TZVPD.

XYZ file:
```
19
Properties=species:S:1:pos:R:3
C 1.670 -1.449 1.532
C 0.461 -1.449 0.618
C 0.731 -0.761 -0.800
N 1.803 -1.389 -1.289
C -1.479 2.024 -0.617
N -2.432 3.102 -0.632
N -1.185 1.044 0.129
H 1.719 -2.231 2.291
H 2.003 -0.485 1.898
H 2.433 -1.893 0.882
H 0.262 -2.444 0.227
H -0.449 -0.995 1.000
H -0.083 -0.734 -1.529
H 0.987 0.332 -0.656
H 1.693 -1.537 -2.306
H -2.585 3.580 0.257
H -2.872 2.127 -0.427
H -1.406 1.313 1.099
H -1.268 1.847 -1.675
```

Orbital gap (eV): 6.045
Net charge: +1
LUMO energy (eV): -8.4

---

Tell me which of them is the most stable. Sure, it is A.